Record 1
Entry from the Open Molecules 2025 dataset: C40H51BrF4O2P2PdS as an isolated structure (ωB97M-V with the def2-TZVPD basis set).

Geometry as XYZ:
```
102
Properties=species:S:1:pos:R:3:mulliken_charge:R:1
Pd 0.02 -1.26 1.06 0.51
F 5.79 -4.60 4.06 -0.30
C 4.94 -3.98 3.25 0.59
C 5.24 -3.85 1.91 0.26
F 6.38 -4.35 1.43 -0.30
C 4.35 -3.19 1.08 0.47
F 4.70 -3.09 -0.21 -0.39
C 3.16 -2.64 1.53 -0.25
P 2.02 -1.74 0.37 1.52
C 1.85 -2.96 -0.99 0.69
C 1.61 -2.54 -2.30 -0.02
C 1.27 -3.45 -3.28 -0.89
C 1.15 -4.80 -2.97 -0.80
C 1.37 -5.22 -1.67 -0.73
C 1.71 -4.31 -0.68 -0.88
C 3.19 -0.46 -0.26 0.08
C 4.00 -0.54 -1.38 0.17
C 4.77 0.55 -1.77 -0.93
C 4.76 1.72 -1.03 -0.50
C 3.97 1.80 0.10 -0.62
C 3.18 0.73 0.47 -0.24
C 2.88 -2.79 2.89 -0.16
Br 1.32 -2.13 3.73 -0.14
C 3.76 -3.45 3.74 0.25
F 3.51 -3.59 5.04 -0.33
H 1.67 -1.49 -2.55 0.12
H 1.09 -3.11 -4.29 0.46
H 0.88 -5.52 -3.74 0.38
H 1.26 -6.27 -1.41 0.42
H 1.83 -4.66 0.34 0.34
H 4.04 -1.46 -1.96 0.44
H 5.39 0.47 -2.66 0.41
H 5.36 2.56 -1.34 0.40
H 3.95 2.71 0.70 0.51
H 2.53 0.80 1.34 0.05
O -1.13 -4.53 1.30 -0.78
S -1.54 -3.14 0.94 0.73
C -3.34 -3.05 1.24 -0.51
C -4.08 -3.48 -0.04 -0.37
C -3.04 -4.02 -1.03 -0.92
C -1.82 -3.13 -0.84 0.99
H -3.57 -2.04 1.56 -0.07
H -3.49 -3.73 2.09 0.60
H -4.57 -2.62 -0.47 0.02
H -4.85 -4.22 0.18 0.42
H -3.41 -4.00 -2.05 0.45
H -2.77 -5.05 -0.79 0.34
H -2.01 -2.09 -1.11 -0.23
H -0.90 -3.48 -1.32 -0.67
O -1.79 0.17 0.60 -0.68
P -1.54 1.65 0.44 -0.87
C -0.09 1.95 -0.63 2.58
C 0.10 0.87 -1.73 1.35
C 0.12 1.47 -3.14 -1.19
C 1.24 2.50 -3.27 -0.70
C 1.27 3.47 -2.07 -0.49
C 0.00 3.37 -1.22 -1.01
C -2.97 2.52 -0.27 0.18
C -3.29 1.99 -1.70 -0.42
C -4.65 1.29 -1.78 -1.59
C -4.80 0.32 -0.61 1.02
C -4.83 1.07 0.73 -0.72
C -4.22 2.47 0.63 -1.70
C -1.30 2.35 2.12 0.53
C -0.01 1.81 2.78 0.08
C 1.18 2.75 2.69 0.29
C 0.84 4.13 3.22 -1.42
C -0.29 4.73 2.40 -0.34
C -1.53 3.85 2.41 -1.32
H 0.74 1.83 0.07 -1.47
H -0.65 0.08 -1.64 -0.61
H 1.06 0.38 -1.55 -0.94
H -0.84 1.92 -3.37 0.26
H 0.26 0.67 -3.87 0.60
H 1.12 3.06 -4.20 0.48
H 2.20 1.98 -3.34 0.25
H 1.41 4.50 -2.41 0.50
H 2.13 3.24 -1.42 -0.07
H -0.87 3.59 -1.83 0.33
H 0.03 4.11 -0.42 0.13
H -2.65 3.57 -0.35 1.19
H -2.53 1.27 -2.01 -0.29
H -3.24 2.82 -2.42 0.35
H -4.72 0.77 -2.73 0.56
H -5.46 2.03 -1.76 0.41
H -3.94 -0.35 -0.62 -1.09
H -5.69 -0.29 -0.73 0.66
H -4.28 0.49 1.48 0.13
H -5.85 1.17 1.09 0.55
H -4.00 2.86 1.62 0.55
H -4.95 3.15 0.20 0.46
H -2.13 1.81 2.59 0.67
H 0.23 0.83 2.35 -0.85
H -0.22 1.63 3.84 0.68
H 1.52 2.86 1.65 -0.43
H 2.02 2.32 3.24 0.62
H 1.71 4.79 3.20 0.48
H 0.52 4.05 4.27 0.43
H 0.06 4.89 1.37 -0.04
H -0.57 5.72 2.77 0.47
H -2.28 4.26 1.73 0.31
H -1.97 3.91 3.41 0.54
```

Results
**Maximum force**: 0.0032 Eh/bohr
**Relative energy (zero: lowest compared OMol25 entry of this formula, charge and spin)**: 0.100 eV
**Net charge**: 0
**Frontier orbital gap**: 7.19 eV
**LUMO energy**: 0.4764 eV

Record 2
Entry from the Open Molecules 2025 dataset: C40H38N4O4P2TeV as an isolated structure in a non-equilibrium geometry (ωB97M-V with the def2-TZVPD basis set).

Geometry as XYZ:
```
90
Properties=species:S:1:pos:R:3:mulliken_charge:R:1
V -0.48 0.18 -0.01 -0.81
O -4.39 1.10 0.08 -0.56
C -3.18 0.56 0.25 0.45
O -2.14 1.04 -0.27 -0.23
C -2.98 -0.61 1.04 -0.08
C -3.86 -1.35 1.84 -0.73
C -3.36 -2.43 2.53 -0.74
C -2.02 -2.79 2.38 -1.08
C -1.22 -2.03 1.55 0.22
N -1.68 -0.94 0.92 1.24
C 0.23 -2.21 1.16 0.38
O 0.94 -3.11 1.55 -0.66
O 0.56 -1.24 0.38 -0.82
H -4.35 1.84 -0.54 0.39
H -4.89 -1.04 1.92 0.62
H -4.01 -3.00 3.18 0.50
H -1.60 -3.65 2.89 0.66
N -0.24 2.77 -0.02 -0.47
C 0.76 3.57 0.70 -0.52
C 0.79 3.24 2.19 -1.18
C 1.18 1.79 2.46 -0.41
N 0.08 0.87 2.18 -0.20
H -0.25 3.05 -1.00 0.22
H -1.16 2.99 0.36 0.33
H 0.56 4.65 0.59 0.41
H 1.74 3.36 0.29 0.20
H -0.19 3.44 2.64 0.31
H 1.51 3.90 2.67 0.48
H 1.50 1.70 3.51 0.49
H 2.03 1.51 1.82 0.05
H -0.74 1.17 2.71 0.27
H 0.34 -0.05 2.55 0.31
Te 0.87 1.38 -4.29 0.16
C 1.92 -0.15 -5.41 0.28
C 1.24 -1.08 -6.18 -0.11
C 1.99 -2.02 -6.88 -0.54
N 3.31 -2.08 -6.82 -0.63
C 3.95 -1.19 -6.09 -0.46
C 3.31 -0.20 -5.36 -0.23
C 0.93 0.07 -2.62 -1.56
P -0.58 -0.73 -2.14 2.95
C -1.79 -0.44 -3.46 0.41
C -2.45 0.79 -3.51 -0.08
C -3.28 1.09 -4.57 -0.94
C -3.46 0.17 -5.59 -0.69
C -2.83 -1.06 -5.53 -0.65
C -2.00 -1.38 -4.47 -0.82
C -0.34 -2.53 -2.21 0.26
C 0.62 -3.10 -3.05 0.23
C 0.76 -4.47 -3.10 -0.63
C -0.06 -5.28 -2.33 -1.00
C -1.03 -4.72 -1.52 -0.67
C -1.18 -3.35 -1.46 -0.53
P 1.89 0.48 -1.15 2.60
C 3.13 1.69 -1.76 1.09
C 4.47 1.36 -1.93 -0.93
C 5.37 2.32 -2.38 -0.78
C 4.95 3.62 -2.61 -0.70
C 3.62 3.96 -2.43 -1.16
C 2.72 3.00 -2.02 -0.11
C 2.96 -0.99 -0.93 0.01
C 3.45 -1.32 0.33 -0.91
C 4.27 -2.42 0.49 -0.51
C 4.62 -3.19 -0.61 -1.07
C 4.16 -2.85 -1.87 -0.47
C 3.34 -1.75 -2.03 -0.09
H 0.17 -1.07 -6.25 0.49
H 1.51 -2.76 -7.51 0.40
H 5.03 -1.26 -6.10 0.42
H 3.87 0.51 -4.77 0.45
H -2.29 1.50 -2.71 0.35
H -3.79 2.04 -4.61 0.46
H -4.08 0.41 -6.43 0.42
H -2.98 -1.78 -6.32 0.48
H -1.52 -2.34 -4.42 0.45
H 1.22 -2.46 -3.68 0.08
H 1.49 -4.92 -3.75 0.54
H 0.04 -6.36 -2.37 0.40
H -1.69 -5.36 -0.94 0.46
H -1.95 -2.90 -0.85 0.45
H 4.82 0.36 -1.74 0.43
H 6.40 2.04 -2.54 0.47
H 5.66 4.36 -2.94 0.43
H 3.29 4.97 -2.60 0.46
H 1.68 3.26 -1.90 0.57
H 3.17 -0.72 1.18 0.30
H 4.64 -2.67 1.47 0.45
H 5.25 -4.05 -0.47 0.39
H 4.44 -3.45 -2.73 0.55
H 3.01 -1.46 -3.02 0.31
```

Results
**Maximum force**: 0.0909 Eh/bohr
**Relative energy (zero: lowest compared OMol25 entry of this formula, charge and spin)**: 0.000 eV
**Net charge**: +1
**Frontier orbital gap (spin up / spin down)**: 5.58 / 5.48 eV
**LUMO energy (spin up / spin down)**: -3.8853 / -3.9163 eV

Record 3
Entry from the Open Molecules 2025 dataset: one molecule with the formula CH2ClFP2 in a non-equilibrium geometry (ωB97M-V with the def2-TZVPD basis set).

Geometry as XYZ:
```
7
Properties=species:S:1:pos:R:3:mulliken_charge:R:1
F -0.44 -2.35 -0.92 -0.22
P -0.51 -1.62 0.48 0.26
P -1.10 0.34 -0.35 -0.10
C 0.64 0.74 -0.26 -0.25
Cl 1.24 1.52 1.17 -0.12
H -1.18 0.94 1.05 0.07
H 1.35 0.44 -1.16 0.35
```

Results
**Maximum force**: 0.0546 Eh/bohr
**Relative energy (zero: lowest compared OMol25 entry of this formula, charge and spin)**: 2.065 eV
**Net charge**: 0
**SMILES string**: FP=[PH]=CCl
**Frontier orbital gap (spin up / spin down)**: 7.50 / 7.14 eV
**LUMO energy (spin up / spin down)**: -0.7003 / -0.9208 eV

Record 4
Entry from the Open Molecules 2025 dataset: a 2-piece molecular cluster, C2H5NP2 overall in a non-equilibrium geometry (ωB97M-V with the def2-TZVPD basis set).

Geometry as XYZ:
```
10
Properties=species:S:1:pos:R:3:lowdin_spin:R:1
C -2.60 -0.45 0.60 0.66
C 1.44 0.55 -0.49 0.00
N 1.07 -0.67 -0.30 0.01
P -2.92 1.01 1.40 0.74
P -2.09 -1.97 0.34 0.42
H 1.87 -1.28 -0.16 0.00
H 0.63 1.28 -0.46 0.00
H -0.87 -1.62 -0.11 0.08
H 2.49 0.76 -0.76 0.00
H -4.05 1.48 0.63 0.08
```

Results
**Maximum force**: 0.0504 Eh/bohr
**Relative energy (zero: lowest compared OMol25 entry of this formula, charge and spin)**: 2.081 eV
**Net charge**: 0
**Frontier orbital gap (spin up / spin down)**: 6.49 / 6.74 eV
**LUMO energy (spin up / spin down)**: 0.1348 / -2.3154 eV
**Multiplicity**: 3

Record 5
Entry from the Open Molecules 2025 dataset: C2H2N2O2S as an isolated structure in a non-equilibrium geometry (ωB97M-V with the def2-TZVPD basis set).

Geometry as XYZ:
```
9
Properties=species:S:1:pos:R:3:mulliken_charge:R:1
C 0.02 -1.43 0.00 -0.47
C -0.64 -0.15 0.00 0.87
N 1.32 -1.40 0.00 -0.42
N 0.41 0.77 0.00 0.17
O -1.79 0.23 0.00 -0.69
O 0.12 2.12 0.00 -0.42
S 1.93 0.09 0.00 0.17
H -0.50 -2.37 0.00 0.41
H -0.87 2.14 -0.01 0.38
```

Results
**Maximum force**: 0.0259 Eh/bohr
**Relative energy (zero: lowest compared OMol25 entry of this formula, charge and spin)**: 1.983 eV
**Net charge**: 0
**Frontier orbital gap**: 9.03 eV
**LUMO energy**: -0.0136 eV